1.
The following is a DFT calculation (ωB97M-V/def2-TZVPD) of a cluster of 15 separate species, C97H220F18N6OP6 in total in a non-equilibrium geometry.

The geometry in XYZ format:
```
348
C97H220F18N6OP6 ωB97M-V/def2-TZVPD
C 1.565 -5.306 -13.126
C 1.684 -6.855 -13.306
C 0.828 -7.642 -12.279
C 0.856 -9.137 -12.418
P -0.731 -9.885 -13.026
C -0.987 -9.216 -14.665
C -0.099 -9.728 -15.824
C -0.347 -8.917 -17.077
C 0.767 -9.357 -18.106
C -2.035 -9.388 -11.897
C -1.872 -10.081 -10.555
C -2.923 -9.429 -9.620
C -2.689 -8.015 -9.156
C -0.696 -11.712 -13.220
C -1.919 -12.358 -13.865
C -2.940 -12.939 -12.884
C -2.565 -14.255 -12.117
H 0.571 -5.026 -12.972
H 1.923 -4.827 -13.976
H 2.050 -4.943 -12.226
H 2.739 -7.049 -13.189
H 1.438 -7.149 -14.327
H -0.219 -7.269 -12.353
H 1.191 -7.389 -11.265
H 1.074 -9.616 -11.425
H 1.682 -9.503 -13.048
H -0.899 -8.142 -14.563
H -2.074 -9.362 -14.812
H -0.254 -10.812 -16.050
H 0.956 -9.590 -15.510
H -0.253 -7.800 -16.943
H -1.389 -9.053 -17.421
H 0.860 -10.458 -18.145
H 1.733 -8.896 -17.769
H 0.536 -8.982 -19.099
H -3.002 -9.583 -12.365
H -1.926 -8.336 -11.810
H -0.900 -10.026 -10.192
H -2.274 -11.101 -10.782
H -2.939 -10.068 -8.691
H -3.929 -9.494 -10.071
H -1.608 -7.893 -8.975
H -3.228 -7.878 -8.221
H -2.963 -7.211 -9.904
H -0.571 -12.198 -12.250
H 0.141 -11.843 -13.868
H -1.533 -13.175 -14.471
H -2.450 -11.730 -14.571
H -3.880 -13.235 -13.470
H -3.212 -12.204 -12.169
H -1.736 -14.257 -11.427
H -2.348 -14.965 -12.917
H -3.450 -14.580 -11.598
C -3.567 3.886 -0.695
C -3.747 4.212 -2.155
C -4.502 3.182 -2.894
C -4.676 3.483 -4.443
P -5.777 2.480 -5.327
C -5.237 0.754 -4.978
C -5.844 0.189 -3.675
C -4.951 -0.776 -2.929
C -5.576 -0.956 -1.599
C -7.527 2.722 -4.822
C -8.232 4.041 -5.222
C -7.767 5.362 -4.586
C -7.524 5.225 -3.077
C -5.574 2.890 -7.010
C -4.395 2.146 -7.702
C -4.028 2.706 -9.122
C -3.149 1.733 -9.898
H -2.947 4.626 -0.187
H -3.054 2.904 -0.714
H -4.472 3.747 -0.117
H -2.806 4.355 -2.694
H -4.263 5.119 -2.256
H -5.492 2.981 -2.454
H -4.006 2.194 -2.885
H -3.728 3.351 -4.933
H -5.060 4.457 -4.674
H -4.170 0.779 -4.891
H -5.530 0.139 -5.812
H -6.806 -0.315 -3.920
H -6.126 1.011 -3.029
H -4.017 -0.294 -2.742
H -4.858 -1.826 -3.395
H -5.216 -0.260 -0.821
H -5.361 -1.934 -1.175
H -6.663 -0.833 -1.618
H -7.671 2.540 -3.733
H -8.095 1.884 -5.261
H -9.215 3.806 -4.929
H -8.179 4.100 -6.283
H -8.607 6.065 -4.743
H -6.885 5.774 -5.068
H -8.339 4.615 -2.641
H -7.568 6.330 -2.794
H -6.539 4.764 -2.739
H -5.533 3.950 -7.029
H -6.515 2.707 -7.467
H -4.622 1.088 -7.858
H -3.475 2.279 -7.132
H -3.412 3.655 -9.017
H -4.948 2.955 -9.726
H -3.159 1.984 -11.025
H -3.502 0.756 -9.817
H -2.106 1.783 -9.475
C 4.736 15.265 6.021
C 5.396 13.912 5.697
C 6.135 13.279 6.876
C 5.314 12.861 8.100
P 6.345 11.783 9.199
C 5.407 11.025 10.651
C 6.211 10.119 11.600
C 5.410 9.816 12.846
C 6.032 8.872 13.975
C 7.017 10.379 8.173
C 6.232 9.394 7.357
C 8.311 7.304 5.575
C 7.096 8.420 5.463
C 7.747 12.741 9.967
C 7.445 13.791 10.940
C 10.660 17.160 13.226
C 9.412 17.280 12.666
H 4.110 15.166 6.918
H 4.084 15.552 5.179
H 5.457 16.113 6.058
H 5.966 14.087 4.831
H 4.510 13.268 5.400
H 6.988 13.898 7.115
H 6.566 12.359 6.476
H 4.525 12.184 7.823
H 4.898 13.658 8.727
H 4.694 10.299 10.219
H 4.892 11.803 11.289
H 7.148 10.584 11.912
H 6.538 9.200 11.102
H 4.460 9.308 12.650
H 5.094 10.795 13.226
H 5.673 9.214 14.984
H 7.118 8.943 13.810
H 5.684 7.801 13.746
H 7.598 9.909 8.943
H 7.733 10.857 7.520
H 5.314 9.645 6.873
H 6.222 8.386 7.735
H 8.444 7.209 6.606
H 9.265 7.547 5.202
H 7.172 9.252 4.799
H 6.122 7.876 5.468
H 7.924 6.326 5.254
H 8.160 13.088 9.044
H 8.229 11.939 10.475
H 7.285 13.647 11.997
H 7.479 14.774 10.462
H 11.552 17.334 12.577
H 11.069 16.987 14.271
H 9.170 17.505 11.564
H 8.669 20.788 17.507
H 8.670 17.386 13.443
C -4.058 -6.502 5.016
C -2.830 -7.227 5.458
C -2.378 -6.734 6.857
C -1.187 -7.583 7.470
N -0.349 -6.864 8.515
C 0.685 -7.887 9.019
C 2.097 -7.334 8.562
C 1.717 -6.481 7.372
C 0.478 -5.729 7.812
C -1.150 -6.297 9.526
H -4.839 -6.570 5.768
H -4.358 -6.889 4.025
H -3.835 -5.443 4.989
H -2.076 -7.255 4.679
H -2.994 -8.304 5.533
H -3.246 -6.721 7.477
H -2.031 -5.748 6.705
H -0.372 -7.866 6.764
H -1.653 -8.483 7.921
H 0.611 -7.956 10.089
H 0.486 -8.869 8.561
H 2.470 -6.633 9.350
H 2.865 -8.076 8.356
H 2.464 -5.743 7.078
H 1.362 -7.108 6.524
H 0.605 -4.954 8.558
H -0.074 -5.201 7.003
H -1.824 -7.084 9.920
H -1.759 -5.432 9.202
H -0.543 -5.927 10.382
C -3.122 -6.907 -0.814
C -2.935 -5.481 -1.374
C -2.209 -4.535 -0.447
C -1.747 -3.309 -1.194
N -1.281 -2.176 -0.283
C -2.321 -1.692 0.741
C -1.920 -0.236 0.981
C -1.093 0.261 -0.204
C -1.044 -0.954 -1.185
C -0.032 -2.539 0.416
H -3.710 -7.532 -1.434
H -3.534 -6.870 0.185
H -2.155 -7.316 -0.556
H -3.878 -5.072 -1.688
H -2.333 -5.539 -2.285
H -1.341 -5.049 0.007
H -2.853 -4.281 0.418
H -2.497 -2.819 -1.797
H -0.936 -3.586 -1.917
H -2.356 -2.366 1.597
H -3.307 -1.848 0.330
H -1.335 -0.202 1.922
H -2.827 0.369 1.134
H -0.155 0.643 0.184
H -1.567 1.118 -0.681
H -0.071 -1.069 -1.689
H -1.805 -0.884 -1.898
H 0.820 -2.471 -0.287
H -0.242 -3.491 0.953
H 0.172 -1.698 1.133
C 9.231 1.411 0.752
C 8.504 0.113 0.496
C 7.408 -0.263 1.429
C 6.901 -1.662 1.119
N 6.175 -2.390 2.286
C 5.362 -3.598 1.853
C 4.384 -4.052 2.976
C 4.064 -2.620 3.569
C 5.046 -1.615 2.820
C 7.192 -2.791 3.398
H 8.635 2.262 0.747
H 10.032 1.526 0.041
H 9.711 1.371 1.784
H 9.322 -0.662 0.450
H 8.203 0.055 -0.548
H 6.562 0.384 1.301
H 7.824 -0.195 2.431
H 7.653 -2.370 0.752
H 6.125 -1.552 0.433
H 6.041 -4.376 1.501
H 4.697 -3.295 1.008
H 4.828 -4.781 3.699
H 3.530 -4.504 2.554
H 4.425 -2.567 4.598
H 3.005 -2.332 3.409
H 5.373 -0.802 3.450
H 4.513 -1.097 1.997
H 6.646 -3.194 4.234
H 7.760 -1.885 3.638
H 7.805 -3.603 3.024
C -6.509 -4.944 12.793
C -8.006 -4.973 12.932
C -8.726 -3.620 12.942
C -8.425 -2.942 14.287
N -8.936 -1.486 14.308
C -8.412 -0.653 13.169
C -8.617 0.768 13.588
C -8.496 0.679 15.161
C -8.509 -0.811 15.547
C -10.373 -1.363 14.157
H -6.172 -5.987 12.800
H -5.966 -4.469 13.652
H -6.096 -4.473 11.938
H -8.284 -5.621 13.706
H -8.417 -5.485 12.052
H -9.794 -3.698 12.673
H -8.170 -3.074 12.143
H -7.338 -2.828 14.489
H -8.993 -3.456 15.049
H -8.841 -0.944 12.239
H -7.363 -0.944 13.071
H -9.597 1.143 13.241
H -7.936 1.432 13.124
H -9.331 1.251 15.549
H -7.561 1.125 15.429
H -9.144 -1.006 16.391
H -7.556 -1.190 15.745
H -10.660 -1.782 13.202
H -10.587 -0.257 14.199
H -10.911 -1.755 15.001
C -0.327 6.603 -1.032
C 0.722 5.575 -1.355
C 1.584 5.708 -2.683
C 0.710 6.054 -3.875
N 1.458 6.279 -5.156
C 0.569 6.431 -6.365
C 1.365 7.031 -7.474
C 2.522 7.766 -6.809
C 2.162 7.643 -5.266
C 2.465 5.192 -5.436
H -0.051 7.604 -1.269
H -0.623 6.486 -0.016
H -1.263 6.322 -1.548
H 0.320 4.573 -1.219
H 1.388 5.600 -0.485
H 2.070 4.796 -2.879
H 2.410 6.404 -2.585
H -0.032 6.934 -3.700
H 0.021 5.157 -4.038
H 0.210 5.433 -6.529
H -0.177 7.092 -6.056
H 1.726 6.264 -8.100
H 0.771 7.698 -8.112
H 3.442 7.343 -7.164
H 2.487 8.816 -7.040
H 3.051 7.720 -4.644
H 1.421 8.341 -4.899
H 1.994 4.255 -5.105
H 3.318 5.377 -4.734
H 2.778 5.049 -6.459
C 3.665 -0.027 -6.334
C 2.856 -0.643 -5.236
C 1.645 -1.453 -5.763
O 2.154 -2.468 -6.591
C 1.152 -3.274 -7.233
N 3.764 -1.607 -4.504
H 3.329 -1.756 -3.547
H 3.853 -2.497 -5.058
H 4.700 -1.279 -4.406
H 4.420 0.645 -5.904
H 3.126 0.603 -7.175
H 4.189 -0.791 -6.912
H 2.543 -0.038 -4.423
H 0.911 -0.808 -6.272
H 1.183 -1.910 -4.868
H 1.575 -3.740 -8.109
H 0.346 -2.661 -7.460
H 0.802 -3.945 -6.470
P 3.432 -0.743 -1.057
F 3.392 -2.135 -0.182
F 2.276 -0.161 -0.130
F 4.533 -0.095 -0.176
F 3.367 0.530 -1.996
F 4.654 -1.337 -2.036
F 2.384 -1.555 -2.040
P 0.183 -4.168 3.929
F -0.588 -3.880 5.319
F 0.061 -5.753 4.211
F -1.207 -4.234 3.122
F 1.069 -4.465 2.586
F 0.331 -2.600 3.624
F 1.594 -4.097 4.735
P -0.620 1.579 -4.347
F -0.713 1.060 -5.890
F 0.213 0.139 -3.987
F 0.800 2.315 -4.739
F -0.483 2.076 -2.789
F -1.409 2.981 -4.760
F -2.001 0.796 -3.993
```

Values from the calculation:
Net charge: +6
LUMO level, eV: -10.085
Gap between HOMO and LUMO, eV: 1.43



2.
The following is a DFT calculation (ωB97M-V/def2-TZVPD) of an isolated molecule of C6H9NO3 in a non-equilibrium geometry.

The geometry in XYZ format:
```
19
C6H9NO3 ωB97M-V/def2-TZVPD
C -0.911 -0.010 -2.396
C -0.911 -0.352 -1.117
C 0.231 -0.711 -0.258
C 1.553 -1.254 -0.747
O -0.074 -1.198 1.029
C 0.001 0.200 1.303
C -1.319 0.931 1.586
N 1.196 0.864 1.600
O 1.129 2.075 1.786
O 2.196 0.229 1.782
H -1.773 0.078 -3.018
H -0.184 0.342 -2.994
H -1.824 -0.657 -0.739
H 1.723 -0.938 -1.800
H 1.452 -2.392 -0.802
H 2.382 -0.962 -0.013
H -1.198 2.004 1.243
H -1.573 1.098 2.639
H -2.096 0.651 0.918
```

Values from the calculation:
Energy relative to the best compared isomer or geometry (same formula, charge and spin), kcal/mol: 150.4
LUMO level, eV: -0.467
Gap between HOMO and LUMO, eV: 8.66



3.
The following is a DFT calculation (ωB97M-V/def2-TZVPD) of a structure of composition C4H4CoO2 in a non-equilibrium geometry.

The geometry in XYZ format:
```
11
C4H4CoO2 ωB97M-V/def2-TZVPD
O 1.978 -1.152 0.889
C 2.373 -0.785 -0.227
C 1.599 0.371 -0.456
H 3.028 -1.350 -0.908
H 2.061 1.344 -0.248
C -0.501 0.258 0.237
C -1.743 0.329 -0.267
O -2.880 -0.024 -0.226
Co -4.762 0.212 -0.287
H -0.208 -0.589 0.865
H -0.945 1.386 0.628
```

Values from the calculation:
Net charge: +2
Energy relative to the best compared isomer or geometry (same formula, charge and spin), kcal/mol: 83.4
LUMO level (spin up / spin down), eV: -11.177 / -11.506
Gap between HOMO and LUMO (spin up / spin down), eV: 5.06 / 8.21
Multiplicity: 6



4.
The following is a DFT calculation (ωB97M-V/def2-TZVPD) of a cluster of 2 separate species, C5H13NO in total in a non-equilibrium geometry.

The geometry in XYZ format:
```
20
C5H13NO ωB97M-V/def2-TZVPD
C 2.077 0.536 -1.352
C 0.638 0.930 -1.601
C -0.373 0.809 -0.480
C -1.872 0.774 -0.765
C 0.054 0.629 0.752
N -0.865 0.707 1.826
H 2.626 0.455 -0.449
H 2.374 -0.363 -1.921
H 2.689 1.350 -1.854
H 0.511 1.841 -2.063
H 0.316 0.402 -2.563
H -2.174 1.375 -1.627
H -2.367 1.313 0.059
H -2.353 -0.153 -0.988
H 1.051 0.346 1.078
H -0.549 0.834 2.816
H -1.513 -0.031 2.002
O 0.259 -3.485 1.460
H 0.309 -2.552 1.059
H -0.082 -3.961 0.657
```

Values from the calculation:
Energy relative to the best compared isomer or geometry (same formula, charge and spin), kcal/mol: 55.8
LUMO level, eV: 0.697
Gap between HOMO and LUMO, eV: 9.01



5.
The following is a DFT calculation (ωB97M-V/def2-TZVPD) of an isolated molecule of C5H10O in a non-equilibrium geometry.

The geometry in XYZ format:
```
16
C5H10O ωB97M-V/def2-TZVPD
C 1.536 -0.911 0.837
C 1.052 0.340 0.115
C -0.409 0.555 0.348
C -1.352 1.296 -0.669
C -1.463 -0.155 -0.420
O -1.006 -0.899 -1.519
H 0.971 -1.790 0.501
H 1.394 -0.827 1.922
H 2.595 -1.097 0.646
H 1.633 1.214 0.448
H 1.202 0.250 -0.963
H -0.692 0.716 1.401
H -1.476 2.069 0.059
H -0.951 1.584 -1.636
H -2.310 -0.590 0.099
H -0.725 -1.755 -1.167
```

Values from the calculation:
Energy relative to the best compared isomer or geometry (same formula, charge and spin), kcal/mol: 47.6
LUMO level, eV: 0.932
Gap between HOMO and LUMO, eV: 9.96



6.
The following is a DFT calculation (ωB97M-V/def2-TZVPD) of the ion CH8N3 with charge +1 in a non-equilibrium geometry.

The geometry in XYZ format:
```
12
CH8N3 ωB97M-V/def2-TZVPD
N -0.631 0.775 -1.277
N -0.104 -0.505 -1.005
C 0.838 -0.386 -0.014
N 0.085 -0.060 1.334
H -1.427 1.040 -0.608
H -0.782 0.835 -2.255
H -0.779 -1.169 -0.885
H 1.498 -1.358 0.093
H 1.610 0.362 -0.136
H -0.339 0.907 1.096
H 0.701 0.250 2.219
H -0.669 -0.691 1.438
```

Values from the calculation:
Net charge: +1
Energy relative to the best compared isomer or geometry (same formula, charge and spin), kcal/mol: 75.6
LUMO level, eV: -4.037
Gap between HOMO and LUMO, eV: 10.64



7.
The following is a DFT calculation (ωB97M-V/def2-TZVPD) of a cluster of 2 separate species, C2H10N4 in total in a non-equilibrium geometry.

The geometry in XYZ format:
```
16
C2H10N4 ωB97M-V/def2-TZVPD
H 1.612 1.954 -1.011
N 1.385 1.322 -0.250
C 1.273 0.042 -0.637
N 2.087 -0.901 -0.067
H 0.824 -0.276 -1.576
H 1.826 -1.873 -0.116
H 2.645 -0.592 0.715
C -1.951 0.209 -0.492
N -0.712 0.186 0.253
N -0.918 -0.320 1.576
H -2.353 -0.807 -0.611
H -2.727 0.804 0.006
H -1.753 0.618 -1.486
H -0.022 1.219 0.173
H -1.218 -1.295 1.509
H 0.001 -0.292 2.014
```

Values from the calculation:
Energy relative to the best compared isomer or geometry (same formula, charge and spin), kcal/mol: 83.1
LUMO level, eV: 0.943
Gap between HOMO and LUMO, eV: 8.56



8.
The following is a DFT calculation (ωB97M-V/def2-TZVPD) of an isolated molecule of C3H4O2S in a non-equilibrium geometry.

The geometry in XYZ format:
```
10
C3H4O2S ωB97M-V/def2-TZVPD
O -1.703 -1.191 -0.375
C -0.613 -1.066 0.150
C -0.036 0.333 0.393
O -0.920 1.332 -0.005
C 1.195 0.452 -0.463
S 2.541 -0.391 -0.046
H -0.008 -1.938 0.491
H 0.244 0.456 1.461
H -1.743 0.892 -0.275
H 1.043 1.122 -1.332
```

Values from the calculation:
Energy relative to the best compared isomer or geometry (same formula, charge and spin), kcal/mol: 34.7
LUMO level, eV: -0.889
Gap between HOMO and LUMO, eV: 8.41



E_tot readings, ordered: -8075.6566, -514.2732, -1686.9534, -328.2299, -271.6768, -206.8393, -301.0958, -665.3303 Eh